(1)
ORCA calculation (ωB97M-V with the def2-TZVPD basis set) on a cluster of 10 separate species, C25H75N15O10 in total.

Results
<S²>	0.75
energy relative to the best compared isomer or geometry (same formula, charge and spin)	246.8	kJ/mol
total charge	+1
molecular weight	745.97	g/mol
2S+1	2
maximum force	6.77	eV/Å

Last column: Löwdin charge in e.
Geometry (Å):
C  0.35  -3.60  -1.82  -0.834
O  -0.13  -2.92  -2.68  0.036
N  1.58  -3.97  -1.83  0.184
N  -0.24  -3.71  -0.67  0.185
H  2.14  -4.08  -1.00  0.093
H  1.88  -3.67  -2.75  0.128
H  -1.22  -3.47  -0.61  0.076
H  0.29  -4.21  0.03  0.045
C  1.65  2.39  3.27  -0.816
O  2.60  2.61  2.63  0.088
N  0.54  2.13  2.72  0.182
N  1.50  2.49  4.60  0.174
H  0.62  2.08  1.71  0.060
H  -0.36  2.22  3.16  0.115
H  2.35  2.77  5.06  0.117
H  0.62  2.26  5.03  0.111
C  3.80  -0.60  0.25  -0.798
O  4.81  -0.94  0.79  0.055
N  2.91  -1.50  -0.03  0.164
N  3.40  0.58  -0.11  0.204
H  3.12  -2.43  0.29  0.109
H  1.99  -1.21  -0.33  0.068
H  2.43  0.83  -0.17  0.057
H  4.07  1.32  0.01  0.071
C  -2.16  4.19  0.45  -0.820
O  -2.50  4.80  -0.58  0.007
N  -1.36  4.66  1.33  0.166
N  -2.69  3.09  0.80  0.189
H  -1.30  5.66  1.29  0.125
H  -1.23  4.21  2.23  0.097
H  -3.17  2.55  0.09  0.070
H  -2.31  2.70  1.65  0.097
C  5.20  3.86  -0.24  -0.733
O  5.09  2.74  -0.77  0.003
N  6.23  4.68  -0.55  0.161
N  4.48  4.26  0.74  0.207
H  7.00  4.37  -1.13  0.128
H  6.17  5.51  0.02  0.112
H  4.61  5.15  1.21  0.131
H  3.79  3.67  1.18  0.079
C  -2.98  2.14  -3.22  -0.086
C  -4.10  1.33  -2.72  -0.436
C  -4.12  -0.09  -3.40  -0.193
O  -5.39  -0.63  -3.08  -0.184
C  -5.54  -1.97  -3.61  -0.088
N  -3.93  1.26  -1.29  0.048
H  -3.13  2.38  -4.27  0.086
H  -2.15  1.44  -3.13  0.059
H  -2.65  3.05  -2.70  0.073
H  -5.03  1.84  -2.98  0.146
H  -3.30  -0.76  -3.12  0.114
H  -3.96  0.07  -4.46  0.121
H  -5.56  -1.98  -4.70  0.084
H  -6.51  -2.33  -3.27  0.087
H  -4.77  -2.68  -3.30  0.073
H  -4.82  0.88  -1.01  0.086
H  -3.36  0.43  -1.21  0.030
C  -0.36  -0.87  1.15  -0.061
C  -0.94  0.17  0.17  -0.353
C  0.13  0.97  -0.68  -0.111
O  0.95  1.82  0.13  -0.260
C  1.40  2.98  -0.52  -0.083
N  -1.72  -0.73  -0.66  0.062
H  -0.99  -1.69  1.50  0.049
H  -0.04  -0.49  2.12  0.078
H  0.49  -1.32  0.64  0.052
H  -1.59  0.82  0.75  0.103
H  -0.47  1.55  -1.38  0.114
H  0.76  0.32  -1.29  0.125
H  2.16  3.45  0.10  0.069
H  0.65  3.74  -0.74  0.098
H  2.02  2.65  -1.35  0.081
H  -1.88  -1.40  0.09  0.019
H  -1.08  -1.21  -1.28  0.061
C  -3.57  -2.54  4.64  -0.058
C  -3.06  -2.42  3.20  -0.433
C  -3.64  -3.33  2.15  -0.178
O  -3.19  -2.92  0.83  -0.223
C  -3.66  -3.82  -0.12  -0.133
N  -3.39  -1.02  2.93  0.049
H  -4.54  -2.07  4.76  0.082
H  -2.95  -1.97  5.34  0.076
H  -3.44  -3.53  5.07  0.075
H  -1.99  -2.61  3.11  0.118
H  -4.73  -3.25  2.12  0.134
H  -3.32  -4.34  2.39  0.117
H  -3.05  -4.69  -0.34  0.089
H  -3.63  -3.20  -1.01  0.088
H  -4.66  -4.21  0.06  0.098
H  -4.38  -0.94  2.75  0.081
H  -2.95  -0.80  2.05  0.037
C  2.51  5.63  -2.37  -0.013
C  3.12  4.65  -3.34  -0.332
C  2.28  4.67  -4.62  -0.130
O  0.94  4.16  -4.36  -0.186
C  0.70  2.78  -4.55  -0.062
N  4.54  4.88  -3.48  0.361
H  1.50  5.29  -2.13  0.090
H  2.46  6.63  -2.80  0.107
H  3.08  5.78  -1.45  0.084
H  3.12  3.64  -2.93  0.171
H  2.64  4.02  -5.41  0.129
H  2.24  5.68  -5.05  0.145
H  0.81  2.56  -5.61  0.102
H  -0.20  2.60  -3.96  0.084
H  1.46  2.18  -4.05  0.080
H  5.04  4.21  -4.05  0.160
H  5.00  4.76  -2.58  0.092
C  -0.68  -5.34  2.59  -0.056
C  0.85  -5.31  2.51  -0.415
C  1.55  -6.27  3.52  -0.143
O  2.98  -6.06  3.51  -0.194
C  3.47  -4.93  4.12  -0.127
N  1.17  -5.52  1.10  0.033
H  -1.09  -4.62  1.88  0.052
H  -0.87  -5.12  3.64  0.083
H  -1.19  -6.29  2.43  0.090
H  1.17  -4.29  2.71  0.126
H  1.32  -7.28  3.18  0.125
H  1.17  -6.30  4.54  0.124
H  3.29  -4.82  5.19  0.096
H  3.13  -4.13  3.46  0.076
H  4.55  -4.89  3.97  0.095
H  1.18  -6.50  0.88  0.101
H  2.17  -5.37  1.08  0.079

(2)
ORCA calculation (ωB97M-V with the def2-TZVPD basis set) on a structure of composition C26H14ClHgIN6O2S2.

Results
<S²>	0.79
total charge	-1
molecular weight	869.52	g/mol
energy	-86693.50548	eV
2S+1	2
maximum force	2.62	eV/Å

Last column: Löwdin charge in e.
Geometry (Å):
Hg  0.65  -0.17  -0.11  0.983
O  0.11  -2.38  0.02  -0.268
N  1.07  -3.25  -0.34  -0.204
C  0.70  -4.54  -0.48  -0.024
C  1.60  -5.45  -0.99  -0.086
C  2.92  -5.15  -1.19  -0.098
C  3.30  -3.86  -0.94  -0.096
C  2.37  -2.84  -0.54  -0.647
S  2.91  -1.24  -0.20  0.573
H  -0.31  -4.77  -0.14  0.141
H  1.25  -6.48  -1.07  0.104
H  3.63  -5.83  -1.58  0.095
H  4.32  -3.60  -1.14  0.093
Cl  -2.68  1.57  -6.51  0.637
C  -2.18  1.15  -4.90  -0.628
C  -3.15  1.25  -3.93  -0.200
C  -2.84  0.97  -2.60  -0.701
I  -4.21  1.26  -1.09  0.910
C  -1.55  0.57  -2.27  -0.427
O  -1.28  0.29  -1.02  -0.287
C  -0.50  0.53  -3.27  -0.153
N  0.77  0.30  -2.96  0.089
C  1.69  0.07  -3.87  -0.145
C  1.45  0.33  -5.22  -0.049
C  0.17  0.76  -5.60  -0.033
C  -0.80  0.86  -4.63  -0.186
H  -4.21  1.53  -4.24  0.109
H  2.67  -0.21  -3.56  0.088
H  2.23  0.02  -5.87  0.087
H  -0.02  0.92  -6.65  0.084
S  -0.56  3.51  6.92  0.855
N  -0.36  4.11  5.41  -0.279
C  -0.37  3.11  4.54  -0.316
C  -0.27  3.16  3.13  -0.132
C  -0.39  4.37  2.42  -0.027
C  -0.48  4.34  1.02  -0.091
C  -0.27  3.11  0.36  -0.149
N  -0.15  1.96  1.04  0.024
C  -0.26  1.94  2.38  -0.181
C  -0.32  0.64  3.06  -0.162
N  -0.28  -0.48  2.31  0.051
C  -0.28  -1.68  2.93  -0.147
C  -0.46  -1.84  4.30  -0.094
C  -0.66  -0.71  5.11  -0.013
C  -0.60  0.56  4.49  -0.084
C  -0.62  1.83  5.24  -0.317
N  -0.76  1.96  6.52  -0.285
H  -0.47  5.30  2.99  0.112
H  -0.73  5.27  0.35  0.122
H  -0.21  3.05  -0.70  0.088
H  -0.15  -2.53  2.28  0.083
H  -0.58  -2.84  4.67  0.082
H  -0.87  -0.72  6.17  0.101

(3)
ORCA calculation (ωB97M-V with the def2-TZVPD basis set) on a structure of composition C26H14CrF6O3S.

Results
<S²>	3.79
total charge	+3
molecular weight	572.45	g/mol
energy	-88860.11990	eV
2S+1	4
maximum force	6.10	eV/Å

Last column: Löwdin charge in e.
Geometry (Å):
O  1.86  -2.33  6.62  0.226
C  0.89  -2.49  5.99  -0.029
Cr  -0.69  -2.42  4.92  0.256
C  0.18  -1.00  4.07  -0.107
O  0.75  -0.10  3.61  0.177
C  -1.25  -1.10  6.18  -0.020
O  -1.42  -0.22  6.93  0.226
C  -1.76  -4.22  5.53  -0.040
C  -0.64  -4.59  4.77  -0.062
C  -0.41  -4.00  3.53  -0.057
C  -1.34  -3.09  2.98  -0.241
C  -1.01  -2.33  1.79  0.152
C  -0.64  -1.66  0.82  0.050
C  -0.30  -0.88  -0.25  0.043
C  1.05  -0.91  -0.74  -0.177
C  1.50  -0.14  -1.84  0.002
C  2.83  -0.14  -2.22  -0.001
C  3.76  -0.93  -1.53  0.046
C  3.35  -1.72  -0.45  0.003
C  2.01  -1.73  -0.06  0.047
C  -2.45  -2.71  3.77  -0.054
C  -2.68  -3.30  5.01  -0.059
H  -1.91  -4.65  6.53  0.166
H  0.09  -5.30  5.17  0.165
H  0.49  -4.24  2.95  0.160
H  -1.02  -0.16  -0.67  -0.013
H  0.75  0.47  -2.38  0.060
H  3.15  0.48  -3.06  0.134
H  4.81  -0.93  -1.82  0.144
H  4.05  -2.35  0.10  0.137
H  1.67  -2.32  0.79  0.121
H  -3.13  -1.94  3.38  0.165
H  -3.56  -3.01  5.59  0.164
F  -0.11  5.74  -1.33  0.145
C  -0.20  5.80  -2.68  -0.499
F  -1.19  6.71  -2.98  0.160
F  0.98  6.32  -3.14  0.153
C  -0.48  4.45  -3.30  -0.037
C  -0.20  4.29  -4.65  0.166
C  -0.45  3.06  -5.26  -0.038
C  -0.15  2.91  -6.73  -0.499
F  -0.04  1.60  -7.10  0.147
F  -1.13  3.47  -7.51  0.161
F  1.03  3.52  -7.05  0.154
C  -0.96  1.99  -4.54  0.033
C  -1.15  2.14  -3.14  -0.583
S  -1.64  0.80  -2.32  1.234
C  -0.99  3.42  -2.53  0.054
H  0.22  5.11  -5.24  0.178
H  -1.24  1.05  -5.01  0.143
H  -1.29  3.56  -1.50  0.144

The lowest molecular weight belongs to which entry? C26H14CrF6O3S

Look up the maximum force of the first one. 6.77 eV/Å

Please write out number 2 again, unchanged.
ORCA calculation (ωB97M-V with the def2-TZVPD basis set) on a structure of composition C26H14ClHgIN6O2S2.

Results
<S²>	0.79
total charge	-1
molecular weight	869.52	g/mol
energy	-86693.50548	eV
2S+1	2
maximum force	2.62	eV/Å

Last column: Löwdin charge in e.
Geometry (Å):
Hg  0.65  -0.17  -0.11  0.983
O  0.11  -2.38  0.02  -0.268
N  1.07  -3.25  -0.34  -0.204
C  0.70  -4.54  -0.48  -0.024
C  1.60  -5.45  -0.99  -0.086
C  2.92  -5.15  -1.19  -0.098
C  3.30  -3.86  -0.94  -0.096
C  2.37  -2.84  -0.54  -0.647
S  2.91  -1.24  -0.20  0.573
H  -0.31  -4.77  -0.14  0.141
H  1.25  -6.48  -1.07  0.104
H  3.63  -5.83  -1.58  0.095
H  4.32  -3.60  -1.14  0.093
Cl  -2.68  1.57  -6.51  0.637
C  -2.18  1.15  -4.90  -0.628
C  -3.15  1.25  -3.93  -0.200
C  -2.84  0.97  -2.60  -0.701
I  -4.21  1.26  -1.09  0.910
C  -1.55  0.57  -2.27  -0.427
O  -1.28  0.29  -1.02  -0.287
C  -0.50  0.53  -3.27  -0.153
N  0.77  0.30  -2.96  0.089
C  1.69  0.07  -3.87  -0.145
C  1.45  0.33  -5.22  -0.049
C  0.17  0.76  -5.60  -0.033
C  -0.80  0.86  -4.63  -0.186
H  -4.21  1.53  -4.24  0.109
H  2.67  -0.21  -3.56  0.088
H  2.23  0.02  -5.87  0.087
H  -0.02  0.92  -6.65  0.084
S  -0.56  3.51  6.92  0.855
N  -0.36  4.11  5.41  -0.279
C  -0.37  3.11  4.54  -0.316
C  -0.27  3.16  3.13  -0.132
C  -0.39  4.37  2.42  -0.027
C  -0.48  4.34  1.02  -0.091
C  -0.27  3.11  0.36  -0.149
N  -0.15  1.96  1.04  0.024
C  -0.26  1.94  2.38  -0.181
C  -0.32  0.64  3.06  -0.162
N  -0.28  -0.48  2.31  0.051
C  -0.28  -1.68  2.93  -0.147
C  -0.46  -1.84  4.30  -0.094
C  -0.66  -0.71  5.11  -0.013
C  -0.60  0.56  4.49  -0.084
C  -0.62  1.83  5.24  -0.317
N  -0.76  1.96  6.52  -0.285
H  -0.47  5.30  2.99  0.112
H  -0.73  5.27  0.35  0.122
H  -0.21  3.05  -0.70  0.088
H  -0.15  -2.53  2.28  0.083
H  -0.58  -2.84  4.67  0.082
H  -0.87  -0.72  6.17  0.101